[1]
DFT (ωB97M-V/def2-TZVPD) results for a 7-piece molecular cluster, C28H38F18O15 overall.

Bonds (Å) are listed after each position.
Positions of all 99 atoms, in Å:
1 C 10.260 -30.910 0.804  C2 1.519, H8 1.084, H9 1.092, H10 1.092
2 C 9.006 -30.167 1.231  C1 1.519, O3 1.448, H11 1.085, H12 1.092
3 O 8.026 -31.167 1.599  C2 1.448, C4 1.332
4 C 6.758 -30.759 1.610  O3 1.332, O5 1.200, O6 1.333
5 O 6.387 -29.618 1.617  C4 1.200
6 O 5.974 -31.837 1.625  C4 1.333, C7 1.413
7 C 4.614 -31.619 1.940  O6 1.413, H13 1.088, H14 1.087, H15 1.094
8 H 10.429 -31.796 1.406  C1 1.084
9 H 11.136 -30.271 0.934  C1 1.092
10 H 10.147 -31.172 -0.249  C1 1.092
11 H 8.689 -29.435 0.495  C2 1.085
12 H 9.205 -29.645 2.169  C2 1.092
13 H 3.999 -32.361 1.433  C7 1.088
14 H 4.255 -30.629 1.670  C7 1.087
15 H 4.463 -31.779 3.012  C7 1.094
16 C 12.768 -36.625 -0.331  C17 1.505, H25 1.084, H26 1.091, H27 1.094
17 C 11.640 -36.053 -1.148  C16 1.505, O18 1.454, H28 1.087, H29 1.093
18 O 10.403 -36.139 -0.390  C17 1.454, C19 1.316
19 C 9.969 -35.050 0.206  O18 1.316, O20 1.195, C21 1.550
20 O 10.575 -34.047 0.446  C19 1.195
21 C 8.509 -35.188 0.709  C19 1.550, F22 1.334, F23 1.337, F24 1.331
22 F 7.968 -36.377 0.445  C21 1.334
23 F 8.488 -34.997 2.032  C21 1.337
24 F 7.756 -34.252 0.135  C21 1.331
25 H 12.946 -36.063 0.578  C16 1.084
26 H 13.701 -36.680 -0.894  C16 1.091
27 H 12.505 -37.664 -0.110  C16 1.094
28 H 11.424 -36.571 -2.080  C17 1.087
29 H 11.787 -35.004 -1.417  C17 1.093
30 C 3.782 -26.889 0.667  C31 1.522, H39 1.092, H40 1.091, H41 1.085
31 C 5.071 -27.274 -0.046  C30 1.522, O32 1.449, H42 1.087, H43 1.089
32 O 5.124 -26.626 -1.341  C31 1.449, C33 1.314
33 C 6.107 -25.784 -1.567  O32 1.314, O34 1.200, C35 1.550
34 O 6.941 -25.423 -0.784  C33 1.200
35 C 6.007 -25.084 -2.947  C33 1.550, F36 1.347, F37 1.324, F38 1.333
36 F 5.148 -24.052 -2.831  C35 1.347
37 F 7.187 -24.595 -3.295  C35 1.324
38 F 5.542 -25.884 -3.906  C35 1.333
39 H 3.791 -25.799 0.740  C30 1.092
40 H 3.884 -27.268 1.685  C30 1.091
41 H 2.862 -27.214 0.192  C30 1.085
42 H 5.246 -28.337 -0.194  C31 1.087
43 H 5.888 -26.927 0.585  C31 1.089
44 C 11.551 -37.670 3.467  C45 1.536, H53 1.090, H54 1.089, H55 1.088
45 C 11.476 -36.228 3.993  C44 1.536, O46 1.438, H56 1.088, H57 1.087
46 O 12.352 -35.433 3.175  C45 1.438, C47 1.329
47 C 12.230 -34.110 3.228  O46 1.329, O48 1.187, C49 1.544
48 O 11.310 -33.493 3.655  C47 1.187
49 C 13.462 -33.420 2.603  C47 1.544, F50 1.333, F51 1.332, F52 1.338
50 F 14.255 -32.990 3.584  C49 1.333
51 F 14.174 -34.202 1.792  C49 1.332
52 F 13.076 -32.356 1.889  C49 1.338
53 H 12.580 -38.018 3.546  C44 1.090
54 H 11.268 -37.715 2.417  C44 1.089
55 H 10.884 -38.266 4.087  C44 1.088
56 H 11.830 -36.246 5.021  C45 1.088
57 H 10.462 -35.853 3.879  C45 1.087
58 C 13.243 -31.806 -1.515  C59 1.503, H67 1.094, H68 1.092, H69 1.090
59 C 14.426 -31.016 -2.001  C58 1.503, O60 1.443, H70 1.087, H71 1.090
60 O 13.923 -29.908 -2.777  C59 1.443, C61 1.313
61 C 14.776 -29.307 -3.573  O60 1.313, O62 1.200, C63 1.539
62 O 15.908 -29.641 -3.793  C61 1.200
63 C 14.196 -28.029 -4.204  C61 1.539, F64 1.340, F65 1.335, F66 1.336
64 F 12.857 -28.023 -4.150  C63 1.340
65 F 14.649 -26.947 -3.567  C63 1.335
66 F 14.574 -27.959 -5.483  C63 1.336
67 H 13.537 -32.513 -0.735  C58 1.094
68 H 12.784 -32.419 -2.294  C58 1.092
69 H 12.450 -31.211 -1.062  C58 1.090
70 H 15.080 -31.632 -2.612  C59 1.087
71 H 14.980 -30.592 -1.163  C59 1.090
72 C 9.885 -27.328 -1.337  C73 1.517, H81 1.091, H82 1.096, H83 1.086
73 C 9.269 -26.665 -2.554  C72 1.517, O74 1.414, H84 1.093, H85 1.086
74 O 8.246 -27.463 -3.117  C73 1.414, C75 1.321
75 C 8.616 -28.422 -3.947  O74 1.321, O76 1.194, C77 1.544
76 O 9.735 -28.752 -4.202  C75 1.194
77 C 7.430 -29.067 -4.695  C75 1.544, F78 1.333, F79 1.339, F80 1.333
78 F 7.473 -28.722 -5.982  C77 1.333
79 F 7.532 -30.400 -4.620  C77 1.339
80 F 6.246 -28.709 -4.198  C77 1.333
81 H 10.713 -26.754 -0.919  C72 1.091
82 H 10.364 -28.283 -1.581  C72 1.096
83 H 9.104 -27.511 -0.606  C72 1.086
84 H 10.028 -26.338 -3.270  C73 1.093
85 H 8.904 -25.712 -2.182  C73 1.086
86 C 12.192 -23.797 3.812  C87 1.503, H95 1.090, H96 1.094, H97 1.092
87 C 12.054 -24.780 2.684  C86 1.503, O88 1.439, H98 1.085, H99 1.090
88 O 10.689 -25.236 2.652  C87 1.439, C89 1.316
89 C 10.443 -26.506 2.891  O88 1.316, O90 1.194, C91 1.546
90 O 11.239 -27.371 3.108  C89 1.194
91 C 8.919 -26.768 2.900  C89 1.546, F92 1.323, F93 1.330, F94 1.353
92 F 8.633 -27.763 3.723  C91 1.323
93 F 8.206 -25.693 3.226  C91 1.330
94 F 8.557 -27.109 1.642  C91 1.353
95 H 11.563 -22.914 3.705  C86 1.090
96 H 13.217 -23.419 3.880  C86 1.094
97 H 11.963 -24.231 4.787  C86 1.092
98 H 12.771 -25.593 2.733  C87 1.085
99 H 12.181 -24.240 1.745  C87 1.090

Calculated values
- Net charge: 0
- HOMO: -10.72 eV
- E_tot: -109281.7471 eV

=====

[2]
DFT (ωB97M-V/def2-TZVPD) results for a 11-piece molecular cluster, C31H48F5N12O overall.

Bonds (Å) are listed after each position.
Positions of all 97 atoms, in Å:
1 C -1.205 -2.291 4.718  C2 1.536, H20 1.089, H21 1.086, H22 1.092
2 C -2.213 -1.137 4.830  C1 1.536, C3 1.539, C4 1.538, N18 1.479
3 C -2.597 -1.010 6.315  C2 1.539, H23 1.089, H24 1.087, H25 1.092
4 C -1.620 0.222 4.422  C2 1.538, C5 1.543, H26 1.090, H27 1.089
5 C -1.763 0.716 2.968  C4 1.543, N6 1.482, C7 1.546, C14 1.561
6 N -2.158 2.141 3.077  C5 1.482, H28 1.016, H29 1.013
7 C -0.391 0.823 2.263  C5 1.546, F8 1.358, F9 1.366, C10 1.547
8 F 0.421 1.675 2.940  C7 1.358
9 F -0.566 1.343 1.012  C7 1.366
10 C 0.450 -0.461 2.074  C7 1.547, F11 1.352, F12 1.333, F13 1.330
11 F 1.436 -0.202 1.185  C10 1.352
12 F -0.269 -1.474 1.590  C10 1.333
13 F 1.028 -0.844 3.209  C10 1.330
14 C -2.787 -0.060 2.083  C5 1.561, C15 1.548, H30 1.089, H31 1.088
15 C -3.524 -1.311 2.620  C14 1.548, C16 1.554, C17 1.547, N18 1.481
16 C -3.063 -2.627 1.934  C15 1.554, H32 1.088, H33 1.086, H34 1.088
17 C -5.021 -1.108 2.286  C15 1.547, H35 1.093, H36 1.087, H37 1.089
18 N -3.459 -1.442 4.094  C2 1.479, C15 1.481, O19 1.279
19 O -4.088 -2.465 4.534  N18 1.279
20 H -1.649 -3.201 5.118  C1 1.089
21 H -0.854 -2.470 3.706  C1 1.086
22 H -0.341 -2.046 5.338  C1 1.092
23 H -1.742 -0.665 6.896  C3 1.089
24 H -2.951 -1.963 6.701  C3 1.087
25 H -3.413 -0.291 6.411  C3 1.092
26 H -2.106 0.983 5.032  C4 1.090
27 H -0.580 0.225 4.745  C4 1.089
28 H -2.226 2.563 2.156  N6 1.016
29 H -3.075 2.188 3.504  N6 1.013
30 H -2.315 -0.331 1.140  C14 1.089
31 H -3.541 0.678 1.815  C14 1.088
32 H -2.512 -2.428 1.016  C16 1.088
33 H -2.457 -3.252 2.583  C16 1.086
34 H -3.933 -3.222 1.663  C16 1.088
35 H -5.427 -0.326 2.933  C17 1.093
36 H -5.575 -2.020 2.496  C17 1.087
37 H -5.142 -0.827 1.241  C17 1.089
38 C 0.636 4.878 1.733  C39 1.453, H41 1.089, H42 1.090, H43 1.088
39 C -0.689 5.297 1.307  C38 1.453, N40 1.148
40 N -1.740 5.610 0.970  C39 1.148
41 H 1.218 5.731 2.080  C38 1.089
42 H 0.566 4.157 2.547  C38 1.090
43 H 1.171 4.424 0.902  C38 1.088
44 C 0.518 -1.216 -1.636  C45 1.454, H47 1.088, H48 1.090, H49 1.088
45 C 0.048 -1.373 -3.003  C44 1.454, N46 1.147
46 N -0.293 -1.524 -4.088  C45 1.147
47 H -0.230 -1.565 -0.927  C44 1.088
48 H 1.425 -1.800 -1.480  C44 1.090
49 H 0.741 -0.175 -1.412  C44 1.088
50 C -4.855 7.147 1.003  C51 1.456, H53 1.089, H54 1.089, H55 1.089
51 C -5.749 6.678 2.051  C50 1.456, N52 1.148
52 N -6.455 6.303 2.876  C51 1.148
53 H -4.780 8.233 1.025  C50 1.089
54 H -3.861 6.722 1.133  C50 1.089
55 H -5.230 6.851 0.024  C50 1.089
56 C 3.644 1.912 0.262  C57 1.455, H59 1.089, H60 1.089, H61 1.086
57 C 4.170 2.653 -0.875  C56 1.455, N58 1.147
58 N 4.564 3.248 -1.772  C57 1.147
59 H 4.428 1.319 0.733  C56 1.089
60 H 3.235 2.593 1.007  C56 1.089
61 H 2.851 1.241 -0.056  C56 1.086
62 C 1.130 -5.152 -1.581  C63 1.456, H65 1.088, H66 1.089, H67 1.088
63 C 0.158 -5.093 -0.499  C62 1.456, N64 1.148
64 N -0.605 -4.995 0.353  C63 1.148
65 H 0.929 -5.983 -2.255  C62 1.088
66 H 1.109 -4.232 -2.163  C62 1.089
67 H 2.138 -5.283 -1.192  C62 1.088
68 C 1.324 -5.527 -5.913  C69 1.456, H71 1.089, H72 1.088, H73 1.089
69 C 2.350 -5.299 -4.906  C68 1.456, N70 1.148
70 N 3.147 -5.102 -4.103  C69 1.148
71 H 0.415 -4.987 -5.653  C68 1.089
72 H 1.666 -5.180 -6.887  C68 1.088
73 H 1.090 -6.588 -5.984  C68 1.089
74 C 7.729 3.594 -3.089  C75 1.456, H77 1.088, H78 1.088, H79 1.088
75 C 9.077 4.132 -3.215  C74 1.456, N76 1.147
76 N 10.139 4.555 -3.314  C75 1.147
77 H 7.175 4.109 -2.307  C74 1.088
78 H 7.179 3.711 -4.021  C74 1.088
79 H 7.760 2.535 -2.842  C74 1.088
80 C -1.686 -1.260 -7.084  C81 1.456, H83 1.089, H84 1.088, H85 1.086
81 C -2.347 -2.027 -8.132  C80 1.456, N82 1.148
82 N -2.856 -2.640 -8.958  C81 1.148
83 H -1.198 -0.382 -7.504  C80 1.089
84 H -2.404 -0.931 -6.336  C80 1.088
85 H -0.936 -1.860 -6.577  C80 1.086
86 C 4.662 -7.904 -2.610  C87 1.456, H89 1.089, H90 1.090, H91 1.089
87 C 3.710 -7.974 -1.511  C86 1.456, N88 1.148
88 N 2.965 -8.012 -0.639  C87 1.148
89 H 4.485 -8.711 -3.318  C86 1.089
90 H 4.561 -6.952 -3.132  C86 1.090
91 H 5.680 -7.990 -2.235  C86 1.089
92 C 1.110 8.133 -1.656  C93 1.455, H95 1.089, H96 1.088, H97 1.089
93 C 1.460 6.741 -1.410  C92 1.455, N94 1.147
94 N 1.729 5.643 -1.216  C93 1.147
95 H 1.997 8.705 -1.921  C92 1.089
96 H 0.395 8.202 -2.474  C92 1.088
97 H 0.662 8.573 -0.767  C92 1.089

Calculated values
- Net charge: 0
- <S²>: 0.7539
- HOMO (alpha / beta): -8.48 / -9.74 eV
- Multiplicity: 2
- E_tot: -66437.6339 eV

=====

[3]
DFT (ωB97M-V/def2-TZVPD) results for an isolated ion of composition C50H44NO and charge +1.

Bonds (Å) are listed after each position.
Positions of all 96 atoms, in Å:
1 C 2.936 -2.583 6.543  C2 1.395, C32 1.397, H33 1.090
2 C 3.558 -2.238 5.342  C1 1.395, C3 1.396, H34 1.091
3 C 2.802 -1.735 4.282  C2 1.396, C4 1.408, H35 1.094
4 C 1.402 -1.621 4.374  C3 1.408, C5 1.545, C31 1.403
5 C 0.583 -1.093 3.175  C4 1.545, C6 1.534, C12 1.519, C18 1.561
6 C 0.119 0.342 3.456  C5 1.534, C7 1.398, C11 1.398
7 C 0.599 1.072 4.548  C6 1.398, C8 1.395, H36 1.091
8 C -0.043 2.259 4.902  C7 1.395, C9 1.395, H37 1.085
9 C -1.127 2.745 4.171  C8 1.395, C10 1.396, H38 1.085
10 C -1.503 2.098 2.993  C9 1.396, C11 1.387, H39 1.089
11 C -0.835 0.939 2.627  C6 1.398, C10 1.387, H40 1.081
12 C 1.446 -1.258 1.936  C5 1.519, C13 1.400, C17 1.417
13 C 1.762 -0.187 1.092  C12 1.400, C14 1.402, H41 1.097
14 C 2.345 -0.467 -0.153  C13 1.402, C15 1.393, H42 1.090
15 C 2.696 -1.769 -0.501  C14 1.393, C16 1.399, H43 1.093
16 C 2.516 -2.817 0.408  C15 1.399, C17 1.396, H44 1.092
17 C 1.904 -2.566 1.638  C12 1.417, C16 1.396, H45 1.096
18 C -0.690 -1.953 2.900  C5 1.561, C19 1.534, N22 1.486, H46 1.110
19 C -1.724 -1.934 4.033  C18 1.534, C20 1.527, H47 1.101, H48 1.106
20 C -3.059 -2.236 3.357  C19 1.527, C21 1.536, H49 1.102, H50 1.099
21 C -2.900 -1.875 1.872  C20 1.536, N22 1.475, H51 1.103, H52 1.103
22 N -1.467 -1.577 1.691  C18 1.486, C21 1.475, C23 1.354
23 C -0.920 -1.392 0.466  N22 1.354, C24 1.469, H53 1.089
24 C -1.527 -0.769 -0.717  C23 1.469, C25 1.525, H54 1.150, C71 1.632
25 C -1.242 -1.578 -1.979  C24 1.525, C26 1.388, C30 1.402
26 C -1.889 -1.268 -3.166  C25 1.388, C27 1.402, H55 1.094
27 C -1.465 -1.789 -4.397  C26 1.402, C28 1.405, H56 1.102
28 C -0.503 -2.812 -4.391  C27 1.405, C29 1.396, H57 1.101
29 C -0.003 -3.294 -3.180  C28 1.396, C30 1.415, H58 1.098
30 C -0.418 -2.711 -1.959  C25 1.402, C29 1.415, H59 1.091
31 C 0.817 -1.827 5.633  C4 1.403, C32 1.400, H60 1.088
32 C 1.564 -2.365 6.688  C1 1.397, C31 1.400, H61 1.090
33 H 3.521 -3.006 7.360  C1 1.090
34 H 4.635 -2.348 5.206  C2 1.091
35 H 3.330 -1.427 3.374  C3 1.094
36 H 1.460 0.714 5.114  C7 1.091
37 H 0.318 2.790 5.776  C8 1.085
38 H -1.667 3.630 4.492  C9 1.085
39 H -2.291 2.475 2.341  C10 1.089
40 H -1.075 0.489 1.673  C11 1.081
41 H 1.567 0.844 1.412  C13 1.097
42 H 2.534 0.343 -0.857  C14 1.090
43 H 3.127 -1.974 -1.484  C15 1.093
44 H 2.877 -3.824 0.188  C16 1.092
45 H 1.763 -3.370 2.370  C17 1.096
46 H -0.409 -3.017 2.750  C18 1.110
47 H -1.482 -2.696 4.790  C19 1.101
48 H -1.763 -0.949 4.535  C19 1.106
49 H -3.281 -3.311 3.449  C20 1.102
50 H -3.876 -1.674 3.831  C20 1.099
51 H -3.163 -2.724 1.220  C21 1.103
52 H -3.547 -1.028 1.588  C21 1.103
53 H 0.099 -1.754 0.334  C23 1.089
54 H -2.655 -0.650 -0.529  C24 1.150
55 H -2.778 -0.632 -3.145  C26 1.094
56 H -1.910 -1.417 -5.334  C27 1.102
57 H -0.156 -3.231 -5.348  C28 1.101
58 H 0.687 -4.148 -3.157  C29 1.098
59 H -0.118 -3.195 -1.028  C30 1.091
60 H -0.212 -1.529 5.822  C31 1.088
61 H 1.060 -2.586 7.629  C32 1.090
62 C 4.226 1.335 -6.453  C63 1.401, C81 1.400, H82 1.095
63 C 2.921 1.780 -6.702  C62 1.401, C64 1.400, H83 1.094
64 C 2.371 2.827 -5.954  C63 1.400, C65 1.396, H84 1.090
65 C 3.118 3.341 -4.892  C64 1.396, O66 1.398, C80 1.402
66 O 2.484 4.011 -3.843  C65 1.398, C67 1.388
67 C 1.435 3.380 -3.188  O66 1.388, C68 1.402, C79 1.397
68 C 1.690 2.851 -1.915  C67 1.402, C69 1.391, H85 1.100
69 C 0.755 1.979 -1.367  C68 1.391, C70 1.417, H86 1.098
70 C -0.448 1.614 -2.022  C69 1.417, C71 1.528, C78 1.431
71 C -1.427 0.791 -1.185  C24 1.632, C70 1.528, C72 1.531, H87 1.180
72 C -2.843 1.309 -1.445  C71 1.531, C73 1.397, C77 1.406
73 C -3.588 1.611 -0.303  C72 1.397, C74 1.401, H88 1.089
74 C -4.883 2.129 -0.429  C73 1.401, C75 1.402, H89 1.097
75 C -5.462 2.256 -1.700  C74 1.402, C76 1.399, H90 1.099
76 C -4.771 1.846 -2.845  C75 1.399, C77 1.401, H91 1.102
77 C -3.445 1.415 -2.712  C72 1.406, C76 1.401, H92 1.104
78 C -0.761 2.413 -3.167  C70 1.431, C79 1.402, H93 1.095
79 C 0.166 3.279 -3.764  C67 1.397, C78 1.402, H94 1.103
80 C 4.477 3.033 -4.737  C65 1.402, C81 1.396, H95 1.087
81 C 5.004 1.976 -5.482  C62 1.400, C80 1.396, H96 1.093
82 H 4.629 0.482 -7.009  C62 1.095
83 H 2.306 1.302 -7.470  C63 1.094
84 H 1.358 3.191 -6.127  C64 1.090
85 H 2.597 3.134 -1.361  C68 1.100
86 H 0.887 1.682 -0.318  C69 1.098
87 H -1.124 1.110 -0.090  C71 1.180
88 H -3.137 1.515 0.684  C73 1.089
89 H -5.409 2.465 0.474  C74 1.097
90 H -6.478 2.664 -1.791  C75 1.099
91 H -5.225 1.913 -3.847  C76 1.102
92 H -2.920 1.189 -3.656  C77 1.104
93 H -1.785 2.553 -3.529  C78 1.095
94 H -0.131 3.898 -4.628  C79 1.103
95 H 5.062 3.550 -3.982  C80 1.087
96 H 6.026 1.637 -5.296  C81 1.093

Calculated values
- Net charge: +1
- HOMO: -10.47 eV
- E_tot: -56091.8904 eV